Arrangement 1

Formula: C6H14
Source: the OMol25 dataset
Level of theory: wB97M-V/def2-TZVPD

ORCA input file:
```
! RIJCOSX wB97M-V def2-TZVPD def2/J DEFGRID3
* xyz 0 1
C 1.6572 -0.1629 -1.0899
C 0.4582 0.0853 -0.5660
C -0.4736 1.1060 -1.1710
C -0.0617 -0.7567 0.5856
C -0.7155 0.0130 1.7403
C -1.0402 -1.7778 -0.0056
H 2.3273 -0.8993 -0.6508
H 2.0174 0.3622 -1.9724
H -1.2620 0.6184 -1.7586
H 0.0631 1.7897 -1.8355
H -0.9729 1.7079 -0.4027
H 0.7979 -1.3009 0.9995
H -1.6194 0.5456 1.4212
H -0.0358 0.7406 2.1993
H -1.0200 -0.6943 2.5214
H -0.5635 -2.3057 -0.8379
H -1.3643 -2.5103 0.7405
H -1.9320 -1.2709 -0.3943
H 2.0946 2.3643 -0.0557
H 1.6451 2.3458 0.5326
*
```

For the gap between HOMO and LUMO, the calculation gives 10.3 eV. As for the structure (SMILES): C=C(C)C(C)C.[H][H].

Charges obtained by Löwdin population analysis, quoted in units of e: atom 1 (C): 0.006, atom 2 (C): -0.402, atom 3 (C): -0.076, atom 4 (C): -0.409, atom 5 (C): -0.079, atom 6 (C): -0.075, atom 7 (H): 0.064, atom 8 (H): 0.062, atom 9 (H): 0.082, atom 10 (H): 0.073, atom 11 (H): 0.071, atom 12 (H): 0.128, atom 13 (H): 0.072, atom 14 (H): 0.074, atom 15 (H): 0.078, atom 16 (H): 0.083, atom 17 (H): 0.077, atom 18 (H): 0.078, atom 19 (H): 0.047, atom 20 (H): 0.044


Arrangement 2

Formula: C6H14
Source: the OMol25 dataset
Level of theory: wB97M-V/def2-TZVPD

ORCA input file:
```
! RIJCOSX wB97M-V def2-TZVPD def2/J DEFGRID3
* xyz 0 1
C 1.6796 0.3616 1.1127
C 0.5265 0.5513 0.1189
C 1.0083 0.6103 -1.3062
C -0.6899 -0.2898 0.4590
C -1.9315 0.3671 -0.1228
C -0.5528 -1.7413 0.0088
H 1.5144 -0.2297 2.0221
H 2.7134 0.3187 0.7446
H 1.2889 1.3998 1.2182
H 0.1403 1.7210 0.3112
H 1.3006 -0.3673 -1.7013
H 1.8827 1.2713 -1.3679
H 0.2061 1.0411 -1.9051
H -0.7771 -0.2815 1.5589
H -1.8933 0.3650 -1.2187
H -2.0106 1.4099 0.2091
H -2.8285 -0.1708 0.1886
H 0.3548 -2.2076 0.4103
H -1.4168 -2.3246 0.3446
H -0.5149 -1.8044 -1.0850
*
```

For the gap between HOMO and LUMO, the calculation gives 10.4 eV. As for the structure (SMILES): CC(C)C(C)C.

Charges obtained by Löwdin population analysis, quoted in units of e: atom 1 (C): -0.068, atom 2 (C): -0.484, atom 3 (C): -0.080, atom 4 (C): -0.435, atom 5 (C): -0.084, atom 6 (C): -0.071, atom 7 (H): 0.074, atom 8 (H): 0.074, atom 9 (H): 0.071, atom 10 (H): 0.156, atom 11 (H): 0.083, atom 12 (H): 0.085, atom 13 (H): 0.074, atom 14 (H): 0.137, atom 15 (H): 0.078, atom 16 (H): 0.078, atom 17 (H): 0.077, atom 18 (H): 0.081, atom 19 (H): 0.078, atom 20 (H): 0.077


Most stable: arrangement 1. Least stable: arrangement 2.